Entry 1:
{"formula": "C24H17F5MgN4O2Se", "method": "ωB97M-V with the def2-TZVPD basis set", "symbols": ["Mg", "O", "C", "N", "C", "C", "C", "C", "C", "C", "N", "C", "C", "C", "C", "C", "N", "H", "H", "H", "H", "H", "H", "H", "H", "H", "H", "O", "C", "C", "C", "C", "C", "C", "N", "H", "H", "H", "H", "H", "H", "H", "F", "C", "C", "F", "C", "F", "C", "Se", "C", "F", "C", "F"], "xyz": [[-0.11089, -0.70776, 0.56167], [-0.54694, 2.92907, -0.98598], [-0.66661, 1.89208, -0.32886], [0.36711, 1.02767, -0.18980], [1.50234, 1.28190, -1.05555], [2.15255, -0.08394, -1.43169], [3.31689, -0.16505, -2.25426], [3.96097, -1.38499, -2.41291], [3.26608, -2.52700, -1.98061], [2.07437, -2.37498, -1.26882], [1.59405, -1.18089, -0.88196], [-1.92568, 1.49185, 0.30270], [-3.10462, 2.23570, 0.16868], [-4.22801, 1.84786, 0.89480], [-4.21557, 0.60774, 1.56838], [-3.05856, -0.08135, 1.65565], [-1.91047, 0.32477, 1.06973], [1.20367, 1.91481, -1.92428], [2.26888, 1.93046, -0.61814], [3.73672, 0.76418, -2.68112], [4.96342, -1.43552, -2.89776], [3.53322, -3.54146, -2.29087], [1.51025, -3.23357, -0.90772], [-2.94460, 3.21874, -0.38174], [-5.15410, 2.47497, 0.93256], [-5.05007, 0.20657, 2.13979], [-3.02831, -0.90879, 2.35257], [-0.67481, -2.65143, 1.20338], [-1.90513, -3.22852, 0.61817], [-2.15051, -2.57794, -0.68667], [-3.21382, -2.99934, -1.46651], [-3.62223, -2.22971, -2.54640], [-2.85986, -1.12450, -2.89612], [-1.68628, -0.91570, -2.18860], [-1.34690, -1.57798, -1.06138], [-0.57540, -3.02876, 2.11421], [-2.82598, -3.03050, 1.26225], [-1.75433, -4.34675, 0.48309], [-3.72619, -3.88896, -1.13197], [-4.52378, -2.42628, -3.10960], [-3.14937, -0.50179, -3.71082], [-0.98158, -0.12893, -2.44472], [4.38791, 4.69562, 1.60748], [3.69400, 3.60873, 1.96899], [2.28910, 3.50733, 2.02437], [1.52503, 4.49600, 1.57021], [1.61790, 2.39760, 2.56184], [0.33516, 2.51481, 2.95818], [2.25870, 1.16797, 2.66964], [1.36062, -0.53656, 2.86344], [3.65053, 1.27917, 2.56961], [4.33853, 0.12429, 2.61178], [4.34678, 2.44397, 2.37944], [5.68581, 2.43512, 2.62229]], "forces_ev_per_angstrom": [[1.132, -0.552, 0.665], [-1.313, 0.673, -0.076], [3.425, -0.014, -1.033], [-0.951, 0.865, -0.590], [-0.019, -0.438, -0.244], [0.192, 0.501, -0.014], [-0.246, 0.500, 0.771], [-0.167, 0.043, -0.306], [-0.648, -0.295, -0.208], [0.774, 0.283, 0.195], [0.386, 0.342, -0.939], [-1.917, -2.287, 2.013], [1.040, 1.393, 0.123], [-0.955, -0.210, -0.308], [-1.141, 1.455, 0.008], [1.956, 0.278, -0.209], [-0.763, 1.322, -0.962], [0.023, -0.806, 0.086], [0.104, -0.184, 0.464], [-0.255, -0.614, 0.414], [-1.073, -0.087, 0.282], [0.310, 0.430, 0.360], [0.195, 0.037, -0.123], [-0.670, -1.410, 0.728], [1.008, -0.607, -0.194], [-0.101, 0.445, -0.256], [0.385, -0.353, -0.271], [-1.532, -1.266, 0.633], [0.530, -0.742, 1.297], [0.360, 0.482, -1.110], [-0.400, 0.006, 0.121], [0.113, 0.068, 0.208], [0.613, -0.721, 0.577], [0.424, 0.483, 0.559], [-1.089, -0.220, -0.446], [0.090, 0.685, -1.096], [1.348, -0.349, -0.476], [-0.275, 1.277, 0.267], [-0.367, -0.028, -0.179], [-0.016, -0.322, 0.084], [0.034, 0.384, -0.405], [-0.169, 0.023, -0.114], [-0.572, -0.215, 0.110], [-0.768, -1.350, 0.599], [0.072, 0.307, 0.172], [-0.104, 0.814, 0.117], [0.390, -0.391, -0.028], [0.259, 0.191, -0.890], [0.130, 0.322, -0.112], [0.122, 0.377, 0.084], [-0.835, -1.563, -0.086], [0.470, 0.292, 0.318], [1.052, 0.617, 0.078], [-0.594, 0.126, -0.658]], "lumo_ev": -0.38, "e_tot_ha": -4395.19805, "e_homo_ha": -0.2542, "orbital_gap_ev": 6.54, "charge": 0, "e_above_lowest_ev": 0.228}

Entry 2:
{"formula": "C24H18Br2N2O3STc", "method": "ωB97M-V with the def2-TZVPD basis set", "symbols": ["Tc", "Br", "C", "C", "C", "Br", "C", "C", "C", "C", "N", "C", "C", "O", "H", "H", "H", "H", "O", "S", "C", "C", "C", "C", "C", "C", "C", "C", "C", "C", "C", "C", "C", "C", "H", "H", "H", "H", "H", "H", "H", "H", "H", "H", "H", "H", "H", "H", "O", "C", "N"], "xyz": [[1.27923, 0.01536, -0.13361], [3.91726, 2.22190, -3.74383], [3.08852, 3.03199, -2.28459], [3.18927, 4.42204, -2.06815], [2.60197, 5.01464, -0.98716], [2.76532, 6.86265, -0.74870], [1.86992, 4.23770, -0.04545], [1.24053, 4.70629, 1.12141], [0.57238, 3.81941, 1.94242], [0.52709, 2.47181, 1.61901], [1.10681, 1.99375, 0.51794], [1.77041, 2.86773, -0.30676], [2.36113, 2.26801, -1.41525], [2.13843, 0.92321, -1.53458], [3.75222, 5.01900, -2.77312], [1.29392, 5.75690, 1.37585], [0.08618, 4.15991, 2.84675], [0.02351, 1.76134, 2.26238], [1.27716, -1.78281, -0.93477], [0.90152, -3.24414, -1.21820], [0.39531, -3.98403, 0.37727], [-0.79639, -3.39963, 1.07225], [-0.73378, -2.19530, 1.77284], [-1.84235, -1.69272, 2.43645], [-3.03661, -2.40329, 2.42365], [-3.10652, -3.61690, 1.75286], [-1.99439, -4.10783, 1.07975], [-0.71105, -2.94091, -2.08639], [-1.27486, -1.57038, -1.76633], [-0.57390, -0.39274, -2.09599], [-1.09744, 0.85975, -1.76569], [-2.34016, 0.95250, -1.14110], [-3.04659, -0.20179, -0.85495], [-2.50918, -1.45343, -1.15081], [1.30898, -3.92012, 0.97232], [0.23090, -5.03306, 0.11617], [0.21000, -1.67646, 1.88215], [-1.76945, -0.76708, 2.99743], [-3.90061, -2.02091, 2.95447], [-4.02631, -4.18988, 1.75811], [-2.05350, -5.06701, 0.57167], [-1.37601, -3.74687, -1.77392], [-0.47469, -3.06400, -3.14246], [0.33787, -0.44747, -2.67513], [-0.56366, 1.75823, -2.05776], [-2.76939, 1.92346, -0.92207], [-4.02702, -0.13793, -0.39751], [-3.07056, -2.34527, -0.90533], [3.75101, -0.70595, 3.20592], [2.97485, -0.54543, 2.36860], [2.12272, -0.39425, 1.50192]], "forces_ev_per_angstrom": [[-0.407, 0.489, -0.418], [0.022, 0.071, -0.050], [0.033, -0.305, -0.248], [0.113, 0.061, -0.055], [0.008, 0.123, 0.015], [0.002, 0.044, 0.025], [-0.078, 0.139, 0.125], [-0.018, -0.116, 0.046], [-0.003, 0.325, 0.044], [0.049, -0.283, -0.155], [-0.060, 0.218, 0.107], [-0.232, -0.360, 0.267], [-0.056, -0.141, -0.025], [0.058, -0.124, 0.360], [-0.009, -0.030, 0.002], [-0.012, -0.002, -0.017], [0.030, -0.020, -0.045], [0.016, -0.031, -0.027], [1.195, -0.288, 0.649], [-0.795, 0.150, -0.118], [-0.032, 0.256, -0.042], [-0.185, 0.004, 0.001], [0.208, 0.121, 0.056], [-0.095, -0.056, -0.032], [-0.031, 0.056, -0.021], [-0.038, 0.004, -0.050], [-0.038, -0.103, -0.145], [0.012, 0.119, 0.211], [-0.025, -0.252, 0.060], [-0.003, 0.086, -0.007], [0.164, -0.038, 0.027], [-0.132, 0.029, 0.117], [-0.018, 0.122, 0.041], [0.072, -0.118, -0.051], [0.046, -0.047, -0.037], [0.096, 0.000, -0.023], [0.047, -0.080, -0.027], [0.005, -0.077, -0.041], [0.049, -0.061, -0.025], [0.063, 0.028, 0.016], [-0.030, 0.063, 0.067], [-0.063, 0.051, -0.073], [0.036, 0.031, -0.016], [-0.078, 0.024, -0.191], [-0.042, -0.045, -0.060], [0.051, -0.066, 0.007], [0.063, -0.010, -0.030], [-0.013, 0.007, 0.029], [-0.276, 0.026, -0.213], [0.002, 0.164, -0.311], [0.330, -0.159, 0.281]], "lumo_ev": [-8.28, -8.30], "e_tot_ha": -6887.04729, "e_homo_ha": [-0.5215, -0.5274], "orbital_gap_ev": [5.91, 6.05], "charge": 2, "e_above_lowest_ev": 0.102, "spin_multiplicity": 4}

Entry 3:
{"formula": "C24H18BrF2N6O2Rh", "method": "ωB97M-V with the def2-TZVPD basis set", "symbols": ["Rh", "Br", "C", "C", "C", "C", "C", "C", "N", "N", "C", "C", "C", "C", "O", "C", "N", "C", "C", "C", "C", "H", "H", "H", "H", "H", "H", "H", "H", "H", "N", "C", "N", "O", "H", "H", "H", "H", "N", "C", "C", "C", "C", "C", "C", "C", "H", "H", "H", "H", "F", "C", "F", "H"], "xyz": [[1.04072, -0.99437, -0.51722], [-3.38618, 1.72698, 5.62808], [-3.52472, 2.49641, 3.90417], [-4.74382, 2.48789, 3.24847], [-4.83072, 3.06165, 1.99070], [-3.70539, 3.59255, 1.37018], [-2.49213, 3.61775, 2.05502], [-2.40547, 3.07614, 3.32615], [-3.95127, 4.21960, 0.10135], [-3.19819, 4.10573, -0.88087], [-2.08384, 3.21624, -0.89978], [-0.88537, 3.73436, -1.33174], [0.29557, 2.98353, -1.34845], [0.28635, 1.65305, -0.96839], [1.36994, 0.91391, -0.94249], [-0.97931, 1.07787, -0.61218], [-0.96315, -0.25321, -0.31621], [-2.08230, -0.87331, -0.03793], [-3.32145, -0.21141, -0.04414], [-3.36221, 1.12635, -0.31675], [-2.16710, 1.83195, -0.58783], [-5.61562, 2.05767, 3.72097], [-5.77701, 3.10590, 1.46667], [-1.61372, 4.06564, 1.61215], [-1.46785, 3.09893, 3.86393], [-0.86841, 4.77403, -1.63581], [1.22821, 3.42599, -1.67023], [-2.00373, -1.93145, 0.17685], [-4.22580, -0.76783, 0.15697], [-4.31112, 1.64487, -0.33956], [0.11907, -5.06054, 0.23951], [0.90733, -4.01998, -0.10037], [2.00475, -4.27322, -0.83053], [0.60614, -2.87781, 0.30186], [0.34507, -6.01035, 0.01239], [-0.71276, -4.86213, 0.76392], [2.15835, -5.16579, -1.26263], [2.59898, -3.49397, -1.07949], [8.36863, -2.08767, -0.62416], [7.23166, -1.91818, -0.63554], [5.80964, -1.70939, -0.64558], [5.15219, -1.42735, -1.83995], [3.77747, -1.24007, -1.84432], [3.01681, -1.33028, -0.67436], [3.70945, -1.60242, 0.51280], [5.08116, -1.78783, 0.53976], [5.72178, -1.34605, -2.75673], [3.30758, -0.98497, -2.78758], [3.16465, -1.68366, 1.44896], [5.59235, -1.99896, 1.47001], [0.22644, -0.69339, -3.12911], [0.60574, -1.69018, -2.28400], [-0.46791, -2.55348, -2.21163], [1.42057, -2.24574, -2.75534]], "forces_ev_per_angstrom": [[0.153, -0.026, 0.231], [-0.004, -0.002, 0.008], [0.032, 0.012, -0.011], [0.008, 0.012, -0.018], [0.027, 0.001, -0.002], [-0.077, -0.126, 0.083], [-0.022, 0.072, -0.133], [-0.019, -0.047, 0.033], [0.301, 0.106, -0.229], [-0.327, 0.031, 0.194], [0.167, -0.096, 0.116], [-0.061, 0.008, 0.035], [-0.026, -0.007, 0.002], [-0.012, -0.066, 0.005], [-0.045, 0.010, -0.174], [0.054, 0.003, -0.014], [-0.035, -0.032, -0.010], [0.027, 0.008, 0.009], [-0.004, 0.018, 0.003], [-0.028, -0.012, 0.011], [-0.027, 0.076, -0.005], [-0.001, -0.002, -0.001], [-0.021, -0.010, 0.018], [-0.001, 0.004, -0.076], [-0.001, -0.001, -0.001], [0.023, -0.001, -0.004], [0.003, 0.007, 0.015], [0.001, -0.005, 0.003], [0.001, -0.003, 0.009], [0.020, -0.012, -0.034], [-0.014, 0.002, -0.006], [0.112, 0.033, 0.055], [-0.059, 0.017, -0.131], [-0.101, -0.008, 0.060], [0.014, 0.003, 0.019], [0.000, -0.009, 0.004], [0.009, 0.001, 0.018], [0.018, -0.018, 0.067], [0.001, -0.011, -0.007], [0.003, 0.017, 0.020], [-0.008, -0.007, 0.002], [-0.024, 0.005, 0.010], [0.012, 0.074, -0.035], [-0.077, -0.091, 0.006], [-0.024, -0.067, 0.024], [0.030, -0.001, 0.001], [-0.002, -0.006, -0.001], [-0.073, -0.011, 0.010], [-0.007, -0.008, -0.005], [0.007, 0.003, -0.001], [-0.009, -0.022, 0.001], [0.062, 0.130, -0.125], [0.004, 0.016, -0.007], [0.019, 0.037, -0.045]], "lumo_ev": -0.42, "e_tot_ha": -4288.68646, "e_homo_ha": -0.2788, "orbital_gap_ev": 7.17, "charge": 0, "e_above_lowest_ev": 0.000}

Entry 4:
{"formula": "C24H18Cl4N3O5PtS", "method": "ωB97M-V with the def2-TZVPD basis set", "symbols": ["Pt", "C", "C", "C", "C", "C", "C", "N", "C", "C", "C", "C", "C", "N", "C", "C", "C", "C", "C", "C", "N", "H", "H", "H", "H", "H", "H", "H", "H", "H", "H", "H", "H", "H", "H", "H", "Cl", "C", "C", "Cl", "C", "Cl", "C", "O", "C", "O", "C", "Cl", "C", "S", "O", "O", "O", "H", "H", "H"], "xyz": [[0.15993, 0.26928, 0.50078], [2.25883, 2.93496, -0.34768], [2.87647, 1.59476, -0.14616], [4.26855, 1.48802, -0.07554], [4.87332, 0.26201, 0.03716], [4.08904, -0.88606, 0.01861], [2.72769, -0.75336, -0.04844], [2.12562, 0.48056, -0.07848], [1.81129, -1.90690, -0.15125], [2.17517, -3.22198, -0.35144], [1.16879, -4.18290, -0.40908], [-0.15758, -3.81627, -0.26676], [-0.46388, -2.47508, -0.08232], [0.51603, -1.58548, -0.05938], [-1.79695, -1.89772, 0.15129], [-2.93157, -2.65746, 0.00448], [-4.16448, -2.07727, 0.26213], [-4.20074, -0.77170, 0.67550], [-3.02454, -0.02750, 0.81308], [-3.13400, 1.37046, 1.31228], [-1.83888, -0.58283, 0.52046], [2.90713, 3.52181, -0.99798], [2.15008, 3.46230, 0.60053], [1.29008, 2.85444, -0.81963], [4.85462, 2.39504, -0.11960], [5.94954, 0.18505, 0.11081], [4.54517, -1.86329, 0.06695], [3.21206, -3.50269, -0.45512], [1.42692, -5.22352, -0.54718], [-0.93748, -4.56151, -0.26863], [-2.87108, -3.68810, -0.30935], [-5.07477, -2.65106, 0.15473], [-5.13871, -0.29260, 0.91693], [-4.00221, 1.44991, 1.96475], [-3.28704, 2.06109, 0.48226], [-2.25556, 1.64240, 1.88326], [-3.04138, 5.31142, -2.57213], [-2.14916, 4.38844, -1.42797], [-1.86282, 4.91087, -0.16479], [-2.38628, 6.49281, 0.25900], [-1.14677, 4.15207, 0.76608], [-0.75132, 4.73934, 2.33143], [-0.74304, 2.87697, 0.41914], [-0.03153, 2.07895, 1.24150], [-1.01180, 2.36542, -0.84117], [-0.56734, 1.09838, -1.10678], [-1.71398, 3.10463, -1.77177], [-2.05073, 2.39719, -3.30469], [0.55709, -0.45691, 4.85615], [-0.07980, -0.83145, 3.26046], [-0.34507, -2.23994, 3.13205], [-1.19482, 0.06227, 3.10269], [1.01422, -0.40222, 2.22327], [-0.26943, -0.63927, 5.53812], [0.85133, 0.58855, 4.87303], [1.39558, -1.10841, 5.09392]], "forces_ev_per_angstrom": [[-0.855, 0.329, -0.399], [0.056, 0.021, 0.015], [-0.101, -0.150, -0.008], [-0.027, -0.025, -0.106], [0.068, 0.002, 0.009], [0.043, -0.035, -0.037], [-0.156, 0.206, -0.169], [0.469, 0.023, 0.681], [0.130, -0.008, -0.030], [-0.088, -0.100, 0.010], [0.014, 0.146, 0.029], [-0.018, -0.026, 0.016], [-0.180, -0.084, 0.014], [0.362, -0.130, -0.331], [-0.073, 0.069, -0.115], [-0.010, 0.014, -0.014], [-0.084, -0.026, 0.009], [0.021, -0.023, -0.046], [0.109, 0.072, 0.077], [-0.046, 0.033, 0.104], [0.301, -0.139, 0.500], [0.037, -0.001, 0.061], [-0.054, -0.016, 0.020], [-0.058, 0.031, -0.058], [-0.022, 0.014, 0.003], [0.000, -0.003, 0.008], [-0.030, -0.012, -0.025], [-0.003, -0.008, 0.007], [0.002, -0.002, -0.014], [0.012, -0.014, -0.015], [0.063, 0.001, 0.010], [0.001, 0.003, -0.001], [0.019, 0.030, -0.007], [-0.001, -0.053, -0.010], [0.029, 0.012, -0.026], [0.033, 0.074, 0.004], [0.031, -0.012, 0.044], [-0.025, 0.058, 0.021], [-0.040, 0.046, -0.039], [0.013, -0.054, -0.019], [-0.041, 0.029, -0.114], [-0.018, -0.003, -0.011], [0.499, -0.148, -0.068], [-0.220, 0.275, 0.231], [0.045, -0.454, -0.060], [-0.005, 0.202, -0.822], [-0.105, 0.009, -0.047], [0.023, 0.054, 0.062], [0.633, -0.274, -0.151], [-0.229, 0.303, -0.073], [0.252, -0.005, -0.070], [-0.334, -0.015, 0.148], [-0.370, -0.275, 0.823], [-0.023, -0.005, -0.013], [-0.044, 0.018, -0.017], [-0.004, 0.025, 0.008]], "lumo_ev": -4.32, "e_tot_ha": -3823.93091, "e_homo_ha": -0.3822, "orbital_gap_ev": 6.08, "charge": 1, "e_above_lowest_ev": 0.329}